(1)
ORCA calculation (wB97M-V/def2-TZVPD) on a cluster of 2 separate species, C2H7NO in total.

```
11
Properties=species:S:1:pos:R:3:forces:R:3
C -0.413176 -0.339497 0.873832 -0.619 -2.806 -1.659
C -0.539704 -1.125228 -0.306930 0.524 4.370 3.436
N 0.477608 -1.351186 -1.179118 -1.590 -1.371 -2.479
H 0.527455 -0.104504 1.345909 0.428 -0.107 -0.320
H -1.235435 -0.306298 1.576211 -0.358 0.117 -0.301
H -1.561431 -1.143009 -0.729694 0.718 -0.776 0.252
H 1.496698 -1.374172 -1.058149 -1.257 0.123 0.194
H 0.008685 -1.668497 -2.064830 2.051 0.316 1.034
O 0.699255 2.352672 0.147179 -2.197 0.772 2.699
H 0.587378 3.147987 0.729135 1.058 -0.094 -1.177
H -0.047333 1.911733 0.666455 1.241 -0.544 -1.678
```
Positions in Å, forces in eV/Å.

As for the net charge: 0. The structure (SMILES) is C=CN.O. The gap between HOMO and LUMO is 8.9 eV. The HOMO energy comes out at -7.9 eV.

(2)
ORCA calculation (wB97M-V/def2-TZVPD) on an isolated molecule of C4HF3.

```
8
Properties=species:S:1:pos:R:3:forces:R:3
C 1.819012 2.208168 0.285059 -0.349 -0.669 -0.278
C 1.169936 1.122141 0.008404 -0.419 1.197 0.407
C 0.505319 -0.002883 -0.040212 5.310 -2.609 -0.392
C -0.839114 -0.446613 0.001338 -2.776 -0.205 -1.656
F -0.964037 -1.302824 1.012421 -0.632 0.255 0.301
F -1.723799 0.540016 -0.000707 -0.441 0.181 1.102
F -1.132470 -1.124165 -1.149749 0.488 -0.244 0.417
H 1.165151 -0.993837 -0.116557 -1.181 2.093 0.099
```
Positions in Å, forces in eV/Å.

As for the net charge: 0. The gap between HOMO and LUMO is 8.3 eV. The HOMO energy comes out at -10.8 eV.

(3)
ORCA calculation (wB97M-V/def2-TZVPD) on a cluster of 2 separate species, C27H21Cl2 in total.

```
50
Properties=species:S:1:pos:R:3:forces:R:3
Cl 5.639157 2.291281 0.666889 0.275 0.051 -0.044
C 3.994615 2.090789 1.138586 -0.637 0.128 0.458
C 3.700260 1.527693 2.394380 0.044 0.245 -0.510
C 2.370990 1.268760 2.710749 0.087 0.274 -0.409
C 1.353507 1.598722 1.803387 0.402 -0.799 -0.041
C 0.048635 0.876179 1.964530 -0.025 0.615 0.994
C -1.252137 1.609897 1.812332 -0.378 -0.868 -0.046
C -2.255248 1.314284 2.746440 -0.091 0.310 -0.385
C -3.587054 1.585146 2.452113 -0.052 0.206 -0.481
C -3.900349 2.133867 1.195748 0.685 0.127 0.414
Cl -5.550147 2.342773 0.750292 -0.299 0.070 -0.037
C -2.899901 2.519371 0.295056 -0.131 -0.242 0.418
C -1.574056 2.228681 0.603874 -0.585 -0.083 0.256
C 1.657511 2.251571 0.607824 0.616 -0.139 0.236
C 2.982095 2.511111 0.266804 0.132 -0.196 0.465
H 4.500959 1.285016 3.093530 -0.175 0.027 -0.296
H 2.118641 0.757014 3.641477 0.092 0.186 -0.234
H 0.050718 0.297832 2.898474 -0.005 0.427 0.067
H -1.990133 0.819867 3.682113 -0.096 0.169 -0.215
H -4.376759 1.356135 3.167558 0.163 0.036 -0.278
H -3.159718 2.994138 -0.647334 -0.031 -0.143 0.167
H -0.808873 2.402385 -0.138419 -0.322 0.087 0.038
H 0.876228 2.482473 -0.099595 0.302 0.077 0.019
H 3.230120 3.002565 -0.671077 0.023 -0.152 0.191
C -0.025687 -1.979330 0.031206 0.029 2.282 -0.021
C -1.279950 -1.781759 -0.644268 -0.211 -0.394 -0.324
C -1.326766 -2.139595 -2.020069 0.311 -0.332 0.250
C -0.077831 -2.713272 -2.617718 -0.010 -0.050 -0.308
H -0.094842 -2.573563 -3.693022 -0.014 -0.149 -0.223
C 1.199673 -2.158662 -2.066204 -0.224 -0.395 0.298
C 1.204623 -1.794791 -0.691534 0.212 -0.353 -0.291
C 2.410778 -1.228508 -0.172173 -0.017 -0.506 0.350
C 3.549299 -1.139646 -0.969378 -0.436 0.246 0.389
C 3.541426 -1.603577 -2.292957 -0.489 0.060 0.396
C 2.365515 -2.126641 -2.820830 -0.160 0.065 -0.126
C -2.508603 -2.063723 -2.743374 0.160 0.034 -0.132
C -3.656683 -1.520846 -2.177027 0.481 0.065 0.389
C -3.617223 -1.076581 -0.847377 0.438 0.231 0.384
C -2.458797 -1.199596 -0.084140 0.029 -0.472 0.339
H 0.042099 0.099040 1.226824 0.002 -0.424 -0.767
H -0.002400 -1.984519 1.139822 -0.026 -0.036 -0.759
H -0.079911 -3.804329 -2.427646 -0.011 0.254 -0.162
H 2.409577 -0.847320 0.856055 0.178 -0.173 -0.387
H 4.452528 -0.681190 -0.574157 -0.209 -0.067 0.024
H 4.437808 -1.508611 -2.898705 -0.146 -0.136 0.063
H 2.327145 -2.492517 -3.842898 0.071 0.120 0.087
H -2.501874 -2.408264 -3.773000 -0.087 0.096 0.081
H -4.563313 -1.393949 -2.760936 0.127 -0.131 0.074
H -4.495219 -0.600302 -0.417594 0.193 -0.082 -0.006
H -2.420421 -0.825490 0.945367 -0.183 -0.166 -0.365
```
Positions in Å, forces in eV/Å.

As for the net charge: +1. The gap between HOMO and LUMO is 5.5 eV. The HOMO energy comes out at -11.4 eV.